Record 1
48
Properties=species:S:1:pos:R:3:forces:R:3 method="wB97M-V/def2-TZVPD" homo_ev="1.88 / -1.60" spin_multiplicity=5 charge=-2 de_lowest_kj_mol=0.0
C -0.7591 2.6683 -1.2090 0.9160 0.1080 1.2055
C 0.6037 2.9126 -0.8765 -0.8479 0.0430 0.1151
C 0.8373 2.4547 0.4416 -0.8511 -0.4300 -0.2998
C 1.6242 3.5084 -1.7678 0.3565 -0.0922 -0.3894
C -0.4238 2.0993 1.0274 -0.1504 0.9741 -1.0105
C -1.4569 2.2055 -0.0292 0.6231 1.3296 1.0892
C -2.9073 2.3116 0.2599 -0.7362 0.1649 -0.3750
C -1.3349 2.8491 -2.5515 -0.2099 -0.0438 -0.4931
C 2.1557 2.4125 1.1137 0.4438 0.0239 0.2489
C -0.6763 2.0864 2.4884 -0.0162 -0.1210 0.4098
Os -0.5469 0.3310 -0.2285 1.1707 -2.1539 0.6663
Cl 0.9774 0.1561 -1.9644 1.1099 0.5531 -1.7253
Cl -2.1587 -0.5382 -1.5878 0.0470 -0.1611 -0.8642
O -1.5093 -0.2699 1.3772 -0.7851 0.0997 -0.2132
H 1.4599 3.2304 -2.8128 0.0406 -0.0759 0.0640
H 2.6360 3.1957 -1.4890 -0.1377 -0.0516 -0.0667
H 1.6056 4.6056 -1.7218 -0.0490 -0.0028 0.0414
H 2.9082 1.8512 0.5432 -0.2993 -0.0071 0.0372
H 2.0787 1.9512 2.0979 0.0367 -0.0745 -0.0950
H 2.5429 3.4290 1.2486 0.0214 0.0604 0.0078
H 0.1040 1.5375 3.0198 -0.0713 -0.0534 -0.0211
H -1.6305 1.6251 2.7282 0.0673 -0.0574 -0.0200
H -0.6795 3.1177 2.8632 -0.0115 0.0105 -0.0098
H -3.1270 1.8745 1.2301 0.0554 -0.1087 0.1203
H -3.5340 1.7187 -0.4572 0.7497 1.1456 0.8319
H -3.2078 3.3659 0.3075 -0.0513 0.0670 -0.0868
H -0.7163 2.3460 -3.3033 -0.0446 -0.0574 0.0561
H -1.3788 3.9076 -2.8225 -0.0266 0.0834 0.0147
H -2.3399 2.4350 -2.6002 -0.0664 -0.0281 -0.0361
H -2.0235 -0.9872 0.9781 0.0069 -0.3089 0.5945
O -4.1134 0.3587 -1.1441 -1.8285 -1.9031 -0.2059
H -4.4316 -0.5291 -0.8327 0.3571 1.0713 -0.3523
O 1.7383 -0.8535 1.2078 0.0995 0.3887 0.1063
C 1.2199 -1.8210 0.6276 0.5146 -2.6363 -0.1425
N 0.1037 -1.6936 -0.1615 -1.7904 0.4342 -0.5957
S -0.6233 -3.1235 -0.7410 3.5840 1.1471 2.0533
O -1.8679 -3.3626 -0.0526 -0.8561 0.0018 -0.3634
O -0.5458 -3.2622 -2.1691 -0.9200 0.1445 -0.5705
C 0.6968 -4.0330 -0.0416 -1.6782 -2.5463 -1.1248
C 0.7745 -5.4217 -0.1197 0.3485 0.8344 0.2364
C 1.8575 -6.0458 0.5156 -0.6072 -1.0062 -0.6485
C 2.7978 -5.2803 1.2291 0.5901 1.6360 0.5911
C 2.6649 -3.8877 1.3195 0.5754 -1.1932 0.2554
C 1.6163 -3.2456 0.6327 0.6174 2.4859 1.1346
H 0.0138 -5.9869 -0.6628 0.2166 0.1071 0.1567
H 1.9721 -7.1281 0.4544 -0.0269 0.1601 0.0105
H 3.6499 -5.7816 1.7060 -0.3428 0.2296 -0.0581
H 3.3534 -3.2939 1.9289 -0.1434 -0.1909 -0.2792

***

Record 2
48
Properties=species:S:1:pos:R:3:forces:R:3 method="wB97M-V/def2-TZVPD" homo_ev="0.68 / -2.43" spin_multiplicity=5 charge=-2
C -2.2309 -2.6345 -0.2609 0.3779 -0.3580 -1.2056
C -1.3017 -2.9840 -1.2428 -0.9152 0.5000 -0.0874
C -1.1637 -1.9266 -2.1704 -0.7482 0.1497 0.8866
C -0.5517 -4.2642 -1.2897 0.2274 -0.2425 0.1047
C -1.9267 -0.7803 -1.7098 -0.2973 -1.5709 0.6430
C -2.6618 -1.2599 -0.5308 -0.6966 -0.5399 -0.9137
C -3.7239 -0.5118 0.0394 -0.5028 -1.0152 -0.3595
C -2.6871 -3.5323 0.8268 -0.0729 -0.1634 0.5039
C -0.4216 -1.9877 -3.4388 0.2857 0.0436 -0.2880
C -2.3872 0.3004 -2.6242 -0.2547 0.0685 -0.5718
Os -1.1869 0.0198 0.2863 4.5730 1.5040 -0.9682
Cl 0.8968 -0.8885 -0.5217 -0.5254 0.2845 -0.1629
Cl -0.7936 -1.2971 2.1254 0.1450 -1.3546 1.6988
O -1.6380 1.5673 -0.6405 0.2989 2.1867 -1.2342
H -0.3454 -4.6041 -0.2662 0.0931 -0.0267 -0.2341
H 0.4019 -4.1362 -1.8185 -0.1656 -0.0944 0.1789
H -1.1191 -5.0574 -1.7949 0.0769 0.0268 0.0250
H 0.5669 -2.4421 -3.3026 -0.0663 0.1437 -0.0379
H -0.3011 -0.9832 -3.8501 0.1176 -0.1436 -0.0699
H -0.9682 -2.6047 -4.1635 0.0589 0.0589 -0.1075
H -1.5542 0.9100 -3.0005 -0.1925 -0.1463 0.1559
H -3.0685 0.9748 -2.1057 0.1267 -0.1007 -0.3618
H -2.8992 -0.1446 -3.4916 0.0326 -0.0332 0.0780
H -4.1582 0.2807 -0.5566 -0.0275 0.0981 0.1510
H -3.2280 0.7350 1.4199 0.2935 0.2904 0.4118
H -4.3733 -1.0708 0.7031 -0.1615 0.2331 0.2783
H -1.8424 -3.9836 1.3802 -0.2785 0.3564 -0.1539
H -3.2812 -4.3815 0.4512 -0.0043 0.2282 -0.0723
H -3.3013 -2.9686 1.5364 0.1193 -0.2335 0.0419
H -0.8077 2.1477 -0.7597 -0.5166 -0.4629 0.5465
O -2.3857 1.0477 1.8420 -0.7283 -0.7919 0.6921
H -2.0881 0.2562 2.3846 -0.5053 0.9427 0.2179
O 0.7258 2.5730 -0.6241 -0.2828 -0.4719 0.3863
C 1.0376 2.0462 0.4670 1.1651 0.3340 0.7723
O 0.3158 1.2706 1.2213 -0.4269 0.2725 -0.8470
C 2.3942 2.3824 1.0528 -0.2447 -0.1234 -0.5943
C 2.7314 1.9832 2.3562 0.2273 0.2980 -0.3061
C 3.8895 2.4536 2.9607 -0.5574 -0.4358 -0.2242
C 4.7589 3.2903 2.2260 0.9725 1.0688 0.8470
C 4.4875 3.6242 0.8783 -0.4295 -0.3307 -0.2285
C 3.3189 3.1425 0.2965 0.0839 0.1245 0.4925
N 5.8517 3.9207 2.8949 -1.9105 -1.2509 -1.0219
O 6.0112 3.6990 4.1173 0.2259 -0.3157 1.3602
O 6.6095 4.6853 2.2580 0.8458 0.8624 -0.8868
H 2.0460 1.2988 2.8514 0.1408 0.2602 0.1166
H 4.0877 2.1867 3.9933 0.2772 0.1813 -0.2297
H 5.1714 4.2859 0.3426 -0.1759 -0.3607 0.2372
H 3.0938 3.3617 -0.7482 -0.0779 0.0499 0.3407

***

Record 3
46
Properties=species:S:1:pos:R:3:forces:R:3 method="wB97M-V/def2-TZVPD" homo_ev=-9.33 de_lowest_kj_mol=0.0
C 2.9985 -1.4144 4.8620 -0.2623 0.1300 -0.0978
H 2.4385 -1.9511 5.6241 -0.0157 -0.0829 0.1101
H 3.8011 -2.0568 4.5057 0.1258 -0.0864 -0.0309
C 2.0909 -1.0065 3.7043 0.2160 -0.1212 -0.0527
C 2.8663 -0.1778 2.6861 -0.2511 0.0791 0.1251
H 3.1858 0.7650 3.1244 0.0872 0.1111 0.0281
H 2.2467 0.0296 1.8193 0.0864 0.0770 -0.0877
H 3.7493 -0.7199 2.3536 0.1352 -0.0817 -0.0507
C 1.4944 -2.2623 3.0392 -0.2141 0.0872 0.2646
C 0.2809 -1.9236 2.2240 -0.0093 -0.2894 0.2211
O -0.8633 -2.0565 2.6571 0.3905 -0.0979 0.7457
N 0.5166 -1.4457 0.9735 0.4696 0.2156 -0.5681
C -0.5558 -1.2467 0.2704 -0.3779 -0.4380 0.4203
N -0.5411 -0.7538 -0.9674 0.0795 0.0043 -0.2480
C -1.8182 -0.5215 -1.6102 0.1486 -0.1181 -0.2206
C -2.2673 0.9313 -1.5725 -0.9233 -0.2566 -0.1623
H -1.8121 1.5569 -2.3310 -0.1199 0.1010 -0.1134
H -2.1686 1.3758 -0.5866 0.0077 0.0381 0.1548
S -4.0405 0.7208 -1.9190 0.1506 0.3633 0.3508
O -4.1793 0.2908 -3.2817 0.1778 -0.4456 -0.2476
O -4.8196 1.8442 -1.4884 -0.0037 0.0644 0.3272
C -4.2116 -0.7047 -0.7998 0.0565 0.6394 -0.3791
C -2.8593 -1.3775 -0.8641 0.6774 -0.6390 0.4832
H -2.9320 -2.3640 -1.3259 -0.0011 0.1454 -0.0427
S -2.1482 -1.6591 0.8504 -0.9556 0.2335 -0.8835
H -5.0282 -1.3369 -1.1310 -0.1096 0.0807 -0.1267
H -4.4302 -0.2973 0.1837 -0.0634 0.0614 0.0753
H -1.7475 -0.8327 -2.6593 0.0101 0.0027 0.1345
C 0.7006 -0.4493 -1.6477 0.2572 -0.0495 0.0016
C 0.7831 0.9715 -2.1373 0.0452 0.0246 0.0780
C 0.7596 2.0529 -1.2581 0.0334 0.0699 -0.2663
C 0.8414 3.3562 -1.7215 -0.0166 -0.0587 0.1102
C 0.9503 3.5967 -3.0795 -0.0107 -0.0393 -0.0425
C 0.9757 2.5365 -3.9691 0.0008 0.0460 -0.0625
C 0.8916 1.2388 -3.4968 0.0075 0.0219 0.1086
H 0.9119 0.4137 -4.1934 -0.0116 -0.1178 -0.0567
H 1.0588 2.7183 -5.0292 0.0056 0.0208 -0.1025
H 1.0141 4.6117 -3.4393 0.0018 0.1011 -0.0268
H 0.8197 4.1729 -1.0177 -0.0099 0.0656 0.0937
Cl 0.6024 1.7835 0.4448 0.0297 0.1472 0.1017
H 1.4947 -0.6507 -0.9231 -0.0614 -0.0275 -0.1584
H 0.8127 -1.1303 -2.4996 0.0508 0.0713 0.0692
H 2.2441 -2.7205 2.3939 0.0507 -0.0538 -0.0004
H 1.1855 -2.9689 3.8106 0.0109 -0.0262 -0.0505
H 1.2656 -0.4056 4.1020 0.0079 -0.0355 -0.0019
H 3.4417 -0.5331 5.3200 0.0970 0.0627 0.0766

***

Record 4
45
Properties=species:S:1:pos:R:3:forces:R:3 method="wB97M-V/def2-TZVPD" homo_ev="-0.05 / -0.04" charge=-2
Cr -0.4294 -0.0321 -0.0015 0.6172 -0.1612 -0.2388
C 0.9422 0.0970 -3.3416 0.0673 -0.0218 0.0480
P 0.0782 -0.8734 -2.0476 -0.0816 -0.0356 0.0527
C -1.2788 -1.5209 -3.1174 -0.0003 0.0220 -0.0300
C 1.0900 -2.4215 -1.9119 0.0124 0.0614 -0.1101
C 1.6949 -3.0717 -2.9826 0.0252 -0.0224 -0.0027
C 2.4101 -4.2480 -2.7902 -0.0493 0.0658 -0.0426
C 2.5168 -4.7866 -1.5163 -0.0332 0.0060 0.0813
C 1.9053 -4.1472 -0.4446 0.0225 -0.0127 -0.0108
C 1.1937 -2.9664 -0.6310 0.0562 -0.0394 0.1338
P 0.3017 -2.0571 0.7139 -0.0757 0.1002 -0.0093
C 1.3751 -2.2332 2.1833 0.0348 0.0248 -0.0743
C -0.9556 -3.3386 1.1414 -0.0144 -0.0185 -0.0294
H 1.0659 -0.4636 -4.2719 0.0174 -0.0018 0.0065
H 1.9019 0.4103 -2.9377 0.0408 0.0256 -0.0096
H 0.3384 0.9848 -3.5390 -0.0210 -0.0013 0.0172
H -0.9058 -1.9683 -4.0431 0.0023 0.0095 0.0083
H -1.9480 -0.6915 -3.3540 -0.0084 -0.0030 0.0032
H -1.8485 -2.2619 -2.5641 -0.0695 -0.0835 0.0505
H 1.6210 -2.6522 -3.9804 0.0024 0.0017 0.0010
H 2.8863 -4.7403 -3.6311 0.0008 0.0101 -0.0043
H 3.0789 -5.7004 -1.3573 -0.0002 0.0056 0.0096
H 1.9993 -4.5657 0.5519 -0.0012 0.0004 -0.0066
H 1.5312 -3.2796 2.4600 0.0200 -0.0012 -0.0058
H 0.8903 -1.7051 3.0060 -0.0295 0.0094 -0.0044
H 2.3161 -1.7238 1.9888 0.0296 0.0168 0.0071
H -0.5005 -4.2946 1.4148 -0.0037 0.0003 -0.0056
H -1.6292 -3.4835 0.2962 0.0412 -0.0131 0.0305
H -1.5448 -2.9615 1.9793 -0.0070 0.0007 -0.0035
S 2.6232 1.8036 3.1762 0.0044 0.0110 -0.0340
Sb 1.9642 2.2246 0.9790 0.0646 0.1268 0.1397
S 2.2470 0.0834 -0.1708 -0.2584 -0.0065 0.0197
S -0.4828 2.0172 0.9941 0.1524 -0.0569 0.0428
C -2.0187 -0.4209 -0.0408 -0.4939 -0.0325 -0.0247
C -3.4215 -0.7362 -0.0591 -0.0108 0.0068 0.0282
C -4.3286 0.2251 0.4246 -0.1121 0.0638 0.0160
C -5.6926 -0.0112 0.4342 0.0606 0.0635 0.0172
C -6.2125 -1.2150 -0.0352 0.0152 0.0201 0.0167
C -5.3328 -2.1773 -0.5095 0.1209 -0.0366 -0.0289
C -3.9627 -1.9448 -0.5212 -0.1370 -0.0957 -0.0231
H -3.9165 1.1581 0.7898 -0.0258 0.0125 0.0095
H -6.3638 0.7521 0.8133 0.0095 0.0126 0.0067
H -7.2805 -1.3986 -0.0255 -0.0019 0.0022 -0.0014
H -5.7165 -3.1242 -0.8747 0.0153 -0.0133 -0.0065
H -3.2938 -2.7121 -0.8868 0.0018 -0.0226 -0.0398

***

Record 5
48
Properties=species:S:1:pos:R:3:forces:R:3 method="wB97M-V/def2-TZVPD" homo_ev=-8.79 smiles="CCOC(=O)[C@](NC(=O)c1ccc(OC)cc1)(N1CCOCC1)C(F)(F)F" de_lowest_kj_mol=3.7
C 1.2543 -2.3234 -4.2811 -0.0367 0.0849 0.3925
C 1.8088 -2.3197 -2.8662 0.1663 -0.3134 -0.3039
O 0.9809 -1.5333 -1.9916 0.3154 0.2713 -0.0175
C -0.1151 -2.1132 -1.5229 -0.2306 -0.1711 0.2309
O -0.4342 -3.2499 -1.7083 0.1341 -0.0163 -0.1132
C -1.0033 -1.1177 -0.7055 -0.2223 0.0481 0.0094
N -0.1513 -0.0318 -0.2184 0.2096 -0.1580 -0.3178
C -0.4564 0.9244 0.7136 0.1333 -0.2991 -0.2289
O -1.4119 0.8620 1.4545 -0.2118 0.0707 0.2171
C 0.5378 2.0268 0.7820 0.0788 0.3520 0.2129
C 1.2723 2.4734 -0.3170 -0.0383 0.0054 0.2036
C 2.1542 3.5217 -0.1828 0.1682 0.1892 0.0964
C 2.3327 4.1530 1.0522 -0.1300 -0.1896 -0.1448
O 3.2340 5.1646 1.0718 -0.0760 -0.1784 -0.2660
C 3.4421 5.8651 2.2762 0.0362 0.1180 0.2175
C 1.5894 3.7207 2.1478 0.2192 0.2633 0.0463
C 0.6986 2.6756 2.0018 -0.0938 -0.2234 -0.2491
N -1.7101 -1.9027 0.2489 0.0211 0.3428 0.0377
C -3.0364 -1.5295 0.7265 -0.2717 -0.1949 0.2669
C -3.6480 -2.7719 1.3789 -0.1535 0.2753 -0.3224
O -2.8586 -3.2561 2.4393 -0.0430 0.0325 0.2174
C -1.5667 -3.5724 1.9856 0.4283 0.0590 -0.0932
C -0.8882 -2.3522 1.3630 -0.1602 -0.2962 0.0855
C -1.9355 -0.5072 -1.7807 -0.3369 0.2786 -0.4873
F -2.6706 0.5147 -1.3421 -0.0234 0.0894 0.4000
F -1.1918 -0.0069 -2.7890 0.2620 -0.0113 -0.0585
F -2.7670 -1.3903 -2.3354 -0.0228 -0.3021 0.1373
H 1.9405 -2.8504 -4.9373 0.0683 -0.0549 -0.0951
H 0.2901 -2.8247 -4.3028 -0.0504 -0.0479 -0.0475
H 1.1285 -1.3042 -4.6380 0.0215 0.0715 -0.0807
H 1.8666 -3.3379 -2.4706 0.0605 0.1822 -0.0109
H 2.7885 -1.8409 -2.8209 -0.1113 -0.0879 0.0362
H 0.6836 0.1098 -0.7684 -0.1036 -0.0401 0.1623
H 1.1332 2.0329 -1.2941 -0.0066 -0.0414 -0.0946
H 2.7209 3.8839 -1.0259 0.0562 0.0456 -0.1042
H 3.8233 5.2066 3.0628 -0.0294 0.0227 -0.0307
H 4.1890 6.6239 2.0490 -0.0599 -0.0435 0.0655
H 2.5246 6.3522 2.6201 0.0306 -0.0312 -0.0078
H 1.6923 4.1928 3.1117 0.0379 0.0580 0.0742
H 0.1093 2.3423 2.8426 -0.0628 -0.0217 0.0612
H -3.6728 -1.2364 -0.1058 -0.0231 -0.0031 0.0633
H -2.9807 -0.7077 1.4511 -0.0856 -0.1036 -0.1337
H -4.6221 -2.5315 1.8072 0.0180 -0.0071 -0.0845
H -3.7616 -3.5549 0.6142 -0.0419 0.0400 0.0537
H -1.0088 -3.9201 2.8568 0.0144 -0.0104 -0.0805
H -1.6159 -4.3714 1.2310 0.0361 0.0297 0.0713
H 0.1023 -2.6269 0.9958 0.0329 -0.0416 0.0718
H -0.7908 -1.5610 2.1205 0.0764 -0.0419 -0.0579